one:
DFT (ωB97M-V with the def2-TZVPD basis set) results for one molecule with the formula C4H11NO.

Geometry as XYZ:
```
17
Properties=species:S:1:pos:R:3:lowdin_charge:R:1
C -0.52742 -0.65718 -2.32542 -0.090
C -0.38595 -0.95777 -0.84637 -0.312
N 0.80582 -0.34747 -0.32698 -0.102
C 1.01841 0.18231 0.99325 -0.210
C -0.14484 0.99050 1.49497 -0.286
O 0.05382 1.44712 2.82392 -0.059
H -0.50825 0.42492 -2.47703 0.076
H 0.37570 -1.08481 -2.76675 0.070
H -1.42163 -1.04490 -2.80004 0.067
H -1.20637 -0.51905 -0.27240 0.090
H -0.41128 -2.02219 -0.57577 0.108
H 1.53961 -0.39388 -1.00812 0.103
H 1.31405 -0.59461 1.71020 0.117
H 1.85554 0.87827 0.87788 0.125
H -1.09887 0.44298 1.43851 0.103
H -0.44279 1.80859 0.83236 0.121
H -0.81556 1.44718 3.22782 0.080
```

SMILES string: CCNCCO
Kohn-Sham gap: 9.1 eV
E_LUMO: 0.0345 Ha

two:
DFT (ωB97M-V with the def2-TZVPD basis set) results for one molecule with the formula C4H11NO.

Geometry as XYZ:
```
17
Properties=species:S:1:pos:R:3:lowdin_charge:R:1
C -0.10957 -2.09836 1.51473 -0.098
C -0.15047 -0.68050 0.97569 -0.312
N 0.51689 -0.56886 -0.30661 -0.091
C -0.09747 0.40663 -1.21366 -0.213
C 0.11937 1.82131 -0.63933 -0.253
O -0.08214 2.80948 -1.65741 -0.078
H -1.02163 -2.64964 1.27024 0.071
H 0.67902 -2.70811 1.08091 0.066
H 0.03004 -2.17178 2.59150 0.068
H -1.18346 -0.31122 0.97498 0.108
H 0.34458 -0.01546 1.69077 0.106
H 0.56585 -1.46682 -0.76426 0.094
H 0.34726 0.37172 -2.20395 0.115
H -1.18479 0.26149 -1.24871 0.113
H 1.11299 1.87186 -0.19445 0.118
H -0.65907 2.02171 0.09965 0.110
H 0.77260 3.10655 -1.97009 0.076
```

SMILES string: CCNCCO
Kohn-Sham gap: 9.8 eV
E_LUMO: 0.0376 Ha

Tell me which of them is the least stable. Sure, it is one.

one:
DFT (ωB97M-V with the def2-TZVPD basis set) results for an isolated ion of composition C5H10N and charge +1.

Geometry as XYZ:
```
16
Properties=species:S:1:pos:R:3:lowdin_charge:R:1
C -2.16065 0.29882 0.22675 0.064
C -1.13848 -0.09140 -0.49872 -0.106
N 0.29287 -0.08230 0.02537 -0.273
C 0.75965 -1.50483 0.10156 0.050
C 0.78535 1.10586 0.70479 0.009
C 1.14066 0.81456 -0.68083 -0.068
H -3.21259 0.45584 -0.09431 0.098
H -2.30697 0.61265 1.29801 0.107
H -1.29343 -0.39834 -1.58293 0.166
H 1.28627 -1.54754 1.10126 0.132
H -0.04070 -2.18891 0.02773 0.089
H 1.51596 -1.71432 -0.64682 0.102
H 1.66227 0.78392 1.43423 0.190
H -0.06797 1.66071 0.97321 0.111
H 0.58259 1.39989 -1.43349 0.147
H 2.19517 0.39540 -0.95582 0.183
```

SMILES string: C=C[N+]1(C)CC1
Kohn-Sham gap: 12.4 eV
E_LUMO: -0.1051 Ha
charge: +1

two:
DFT (ωB97M-V with the def2-TZVPD basis set) results for an isolated ion of composition C5H10N and charge +1.

Geometry as XYZ:
```
16
Properties=species:S:1:pos:R:3:lowdin_charge:R:1
C -0.14257 1.82802 1.15241 0.173
C 0.07666 0.75567 0.38679 -0.306
C 0.85020 -0.39483 0.13275 -0.137
C 1.89631 -0.48874 -0.87263 -0.042
N -0.64494 -0.09279 -0.44163 0.012
C -1.83201 -0.85953 0.09740 0.040
H -1.08692 2.45571 1.17958 0.114
H 0.67294 2.28481 1.73443 0.096
H 0.84829 -1.34508 0.81327 0.207
H 1.62650 0.18605 -1.73116 0.117
H 2.24673 -1.54756 -1.15373 0.131
H 2.74726 -0.01644 -0.37844 0.102
H -0.83299 0.24266 -1.34866 0.169
H -2.61440 -0.30039 -0.34543 0.083
H -1.92290 -1.82276 -0.43744 0.113
H -1.88816 -0.88480 1.21251 0.131
```

SMILES string: C=C1[C@H](C)[N@H+]1C
Kohn-Sham gap: 11.5 eV
E_LUMO: -0.1325 Ha
charge: +1

three:
DFT (ωB97M-V with the def2-TZVPD basis set) results for an isolated ion of composition C5H10N and charge +1.

Geometry as XYZ:
```
16
Properties=species:S:1:pos:R:3:lowdin_charge:R:1
C 0.15895 -1.71836 -1.01406 0.116
N 0.81458 -0.61924 -0.93466 0.011
C 0.80301 0.27875 0.20941 -0.276
C 1.72459 1.33499 0.05496 0.136
C -0.38324 0.02730 1.12007 -0.214
C -1.64128 0.46827 0.41626 -0.108
H 0.63153 -2.69771 -1.31010 0.140
H -0.97910 -1.72802 -0.99987 0.142
H 1.53922 -0.39376 -1.85440 0.283
H 1.87587 2.15633 0.83967 0.108
H 2.27649 1.52065 -0.97717 0.115
H -0.48656 -1.04707 1.30793 0.108
H -0.21035 0.49547 2.15196 0.161
H -1.60594 1.61956 0.40802 0.122
H -2.44715 0.14176 1.08894 0.092
H -2.07062 0.16107 -0.50694 0.062
```

SMILES string: C=[NH+]C(=C)CC
Kohn-Sham gap: 7.8 eV
E_LUMO: -0.2312 Ha
charge: +1

Tell me which of them is the least stable. Sure, it is three.

one:
DFT (ωB97M-V with the def2-TZVPD basis set) results for an isolated ion of composition C3H7NO2P and charge -1.

Geometry as XYZ:
```
14
Properties=species:S:1:pos:R:3:lowdin_charge:R:1
O 2.81480 0.38184 1.29515 -0.435
P 2.18928 -0.03341 -0.01030 0.261
O 2.99466 -0.61064 -1.07307 -0.386
C 0.65732 -1.10589 0.50213 -0.252
C -0.53172 -0.30102 -0.06098 -0.284
C -0.15658 1.17700 0.04894 -0.317
N 1.16904 1.29083 -0.57569 -0.142
H 0.59212 -1.35419 1.57248 0.062
H 0.83501 -2.01126 -0.16577 0.069
H -1.40772 -0.50966 0.57560 0.087
H -0.52100 -0.47490 -1.19588 0.121
H -0.82941 1.77520 -0.49283 0.070
H -0.25733 1.51716 1.09012 0.105
H 1.16876 1.34484 -1.56562 0.042
```

SMILES string: O=[P@@]1([O-])CCCN1
Kohn-Sham gap: 8.4 eV
E_LUMO: 0.1507 Ha
charge: -1

two:
DFT (ωB97M-V with the def2-TZVPD basis set) results for a 2-piece molecular cluster, C3H7NO2P overall.

Geometry as XYZ:
```
14
Properties=species:S:1:pos:R:3:lowdin_charge:R:1
C 0.49194 -0.75149 -1.43152 -0.096
C 1.13814 -0.76272 -0.26339 -0.306
C -0.70867 1.50648 -0.16479 -0.348
N -0.54217 1.35260 1.31854 -0.146
O -0.86742 -2.26320 0.97319 -0.394
O 1.20328 -1.57693 2.28550 -0.364
P 0.31632 -1.35005 1.17746 0.468
H 0.92809 -0.09895 -2.24923 0.085
H -0.28821 -1.40239 -1.61260 0.028
H 1.97610 -0.16824 -0.03012 0.055
H 0.23152 1.79753 -0.54915 0.028
H -0.90676 0.62460 -0.69283 -0.014
H -1.53415 2.22349 -0.24909 0.054
H -1.43800 0.86926 1.48802 -0.049
```

Kohn-Sham gap (alpha / beta): 7.2 / 7.2 eV
E_LUMO (alpha / beta): 0.1463 / 0.1463 Ha
charge: -1

Tell me which of them is the least stable. Sure, it is two.

one:
DFT (ωB97M-V with the def2-TZVPD basis set) results for a 2-piece molecular cluster, CHN3O3 overall.

Geometry as XYZ:
```
8
Properties=species:S:1:pos:R:3:lowdin_charge:R:1
C 1.80768 0.84346 0.00469 -0.076
N 2.72804 1.31007 0.46783 0.020
N -0.39223 0.04104 -0.97737 0.092
N -0.31928 -0.94487 0.05514 -0.435
O 0.44329 -1.85667 -0.06563 0.135
O -1.16638 -0.79798 0.94365 0.051
O -1.31439 0.84046 -0.65031 0.054
H -1.78673 0.56450 0.22200 0.157
```

Kohn-Sham gap (alpha / beta): 9.4 / 7.4 eV
E_LUMO (alpha / beta): -0.1121 / -0.1427 Ha

two:
DFT (ωB97M-V with the def2-TZVPD basis set) results for one molecule with the formula CHN3O3.

Geometry as XYZ:
```
8
Properties=species:S:1:pos:R:3:lowdin_charge:R:1
O 0.35821 -2.14985 -0.22839 0.060
N 0.22085 -1.27021 0.55430 0.024
C 0.01792 0.15250 -0.06581 -0.348
N 1.07280 0.95252 0.60043 0.023
O 1.84840 1.38217 -0.19940 0.040
N -1.23104 0.38600 0.60976 -0.033
O -2.23994 0.52305 -0.02999 0.048
H -0.04722 0.02382 -1.24090 0.186
```

SMILES string: O=NC(N=O)N=O
Kohn-Sham gap: 8.2 eV
E_LUMO: -0.0663 Ha

Tell me which of them is the least stable. Sure, it is one.

one:
DFT (ωB97M-V with the def2-TZVPD basis set) results for CH7IN3 as an isolated structure.

Geometry as XYZ:
```
12
Properties=species:S:1:pos:R:3:lowdin_charge:R:1
C -1.00949 -0.54474 0.37795 -0.814
N -0.53115 -1.55135 -0.41371 0.039
N 1.40099 0.72210 -0.56450 0.036
N 0.25838 0.97096 0.22506 -0.066
I -2.88281 0.18077 0.14545 1.052
H 1.85752 1.57910 -0.89988 0.120
H -0.91338 -1.50087 -1.34276 0.096
H 0.33542 -1.95119 -0.12888 0.104
H 1.97810 0.09497 -0.02627 0.095
H -0.23794 1.83801 -0.00087 0.125
H -0.62426 -0.83002 1.41970 0.111
H 0.36862 0.99227 1.20870 0.101
```

Kohn-Sham gap: 10.2 eV
E_LUMO: -0.1400 Ha
charge: +1

two:
DFT (ωB97M-V with the def2-TZVPD basis set) results for a 2-piece molecular cluster, CH7IN3 overall.

Geometry as XYZ:
```
12
Properties=species:S:1:pos:R:3:lowdin_charge:R:1
C -0.74595 -0.73123 0.14054 -0.909
N -0.30321 -1.40948 -0.88768 0.135
N -0.13708 -0.74476 1.30029 0.119
N 0.80195 1.54274 -0.28930 0.008
I -2.55106 0.30657 -0.03401 1.036
H -0.78998 -1.41847 -1.77133 0.117
H 0.57980 -1.90278 -0.84178 0.142
H -0.46370 -0.18478 2.07523 0.116
H 0.77279 -1.17607 1.40783 0.141
H 0.33783 2.27949 0.23673 0.026
H 0.70877 1.80840 -1.26687 0.035
H 1.78985 1.63037 -0.06964 0.035
```

Kohn-Sham gap: 10.2 eV
E_LUMO: -0.1462 Ha
charge: +1

Tell me which of them is the least stable. Sure, it is one.

one:
DFT (ωB97M-V with the def2-TZVPD basis set) results for one molecule with the formula C12H16N2.

Geometry as XYZ:
```
30
Properties=species:S:1:pos:R:3:lowdin_charge:R:1
C -0.63975 -0.71461 2.26730 -0.061
C 0.63884 -0.52861 1.35641 -0.213
C 1.77700 0.21733 1.68226 -0.043
C 2.96404 0.02882 0.87995 -0.126
C 3.01460 -0.65319 -0.25698 -0.113
C 1.82008 -1.28878 -0.63664 -0.057
C 0.65042 -1.36601 0.14622 -0.206
C -0.58640 -2.03750 -0.39316 -0.159
C -1.24197 -1.14442 -1.47690 -0.119
C -1.44690 0.29894 -1.12681 -0.371
N -2.40222 0.74683 -0.42972 0.044
C -2.33461 2.17537 -0.32030 -0.245
C -0.84747 2.47234 -0.42109 -0.203
N -0.52049 1.36194 -1.27851 0.024
H -1.57066 -0.67353 1.64363 0.057
H -0.63241 0.15959 2.98846 0.078
H -0.60075 -1.68578 2.90579 0.106
H 1.81615 0.89504 2.63548 0.139
H 3.86937 0.52646 1.16197 0.092
H 3.96115 -0.74191 -0.81691 0.117
H 1.72098 -1.85245 -1.56025 0.105
H -1.18680 -2.38335 0.51829 0.126
H -0.25108 -2.95887 -0.99154 0.131
H -2.24830 -1.60428 -1.77565 0.133
H -0.71698 -1.26421 -2.49186 0.135
H -2.82248 2.57874 -1.31746 0.134
H -2.96127 2.72628 0.58924 0.153
H -0.28926 2.29132 0.63299 0.148
H -0.64610 3.39382 -0.95146 0.100
H 0.40999 1.07373 -1.41463 0.094
```

SMILES string: Cc1ccccc1CCC1=NCCN1
Kohn-Sham gap: 9.2 eV
E_LUMO: 0.0348 Ha

two:
DFT (ωB97M-V with the def2-TZVPD basis set) results for a 2-piece molecular cluster, C12H16N2 overall.

Geometry as XYZ:
```
30
Properties=species:S:1:pos:R:3:lowdin_charge:R:1
C -1.43445 1.00829 -2.33485 -0.126
C -0.76256 -0.03166 -3.23043 -0.225
C 0.56734 -0.58311 -2.74627 -0.312
C 1.20341 -1.77119 -2.96252 -0.082
N 2.49432 -1.66648 -2.43333 0.048
C 2.56475 -0.21435 -1.91820 -0.100
N 1.40879 0.36068 -2.13488 0.072
H -1.26971 0.70832 -1.21341 0.093
H -2.45999 1.05249 -2.57010 0.042
H -0.94196 1.98840 -2.48150 0.072
H -1.65538 -0.76714 -3.24894 0.124
H -0.67668 0.23850 -4.29745 0.106
H 0.91632 -2.75344 -3.34233 0.117
H 3.09181 -2.37334 -2.11701 0.093
H 3.43585 0.25173 -1.43922 0.108
C -1.62241 1.74639 4.48928 -0.049
C -1.08389 1.04150 3.18295 -0.227
C -0.28881 1.48900 2.17383 -0.092
C 0.08313 0.63371 1.19197 -0.099
C -0.16558 -0.79720 1.26774 -0.051
C -0.87061 -1.21055 2.41251 -0.120
C -1.51801 -0.31762 3.23684 -0.073
H -0.93032 2.30362 5.01956 0.035
H -2.15223 1.12366 5.26811 0.085
H -2.41537 2.42245 4.22107 0.060
H 0.14528 2.47601 2.15815 0.114
H 0.49793 1.04359 0.27342 0.077
H 0.11235 -1.46003 0.47191 0.083
H -1.00090 -2.26652 2.53668 0.088
H -2.05263 -0.80689 4.16132 0.139
```

SMILES string: CCc1c[nH]cn1.Cc1ccccc1
Kohn-Sham gap: 9.4 eV
E_LUMO: 0.0333 Ha

Tell me which of them is the least stable. Sure, it is two.

one:
DFT (ωB97M-V with the def2-TZVPD basis set) results for an isolated ion of composition C4H5N2O and charge +1.

Geometry as XYZ:
```
12
Properties=species:S:1:pos:R:3:lowdin_charge:R:1
C 0.35068 1.06352 0.12185 -0.021
C -0.98834 1.57992 0.07958 -0.072
C 0.75540 -0.15019 -0.05661 0.113
C 1.55669 -1.26039 0.08061 -0.010
N -1.91446 0.67294 -0.11836 0.128
N -2.33040 -0.32771 -0.45576 -0.061
O -2.84184 -1.34531 -0.15669 0.146
H 1.17067 1.75502 0.20748 0.169
H -1.23656 2.61374 -0.28848 0.153
H 1.25259 -1.99230 0.85324 0.143
H 2.38258 -0.77166 0.61475 0.159
H 1.84299 -1.83758 -0.88161 0.154
```

Kohn-Sham gap: 6.3 eV
E_LUMO: -0.2498 Ha
charge: +1

two:
DFT (ωB97M-V with the def2-TZVPD basis set) results for an isolated ion of composition C4H5N2O and charge +1.

Geometry as XYZ:
```
12
Properties=species:S:1:pos:R:3:lowdin_charge:R:1
C 0.98747 1.95410 1.36213 0.109
C -0.13935 -1.14121 1.43638 -0.094
C 0.68104 0.63705 -0.82132 -0.167
C -0.61101 -0.11778 -0.68835 -0.110
N 0.80119 1.39263 0.35346 -0.074
N -0.76996 -1.05000 0.37445 0.197
O 0.18692 -1.28418 2.52079 0.386
H 1.53623 0.02523 -0.88537 0.129
H 0.65292 1.32975 -1.66632 0.159
H -1.24660 0.65649 -0.53457 0.112
H -0.77392 -0.54898 -1.67316 0.160
H -1.30493 -1.85310 0.22191 0.193
```

Kohn-Sham gap: 9.8 eV
E_LUMO: -0.2090 Ha
charge: +1

Tell me which of them is the least stable. Sure, it is one.

one:
DFT (ωB97M-V with the def2-TZVPD basis set) results for a 2-piece molecular cluster, CH3NOS2 overall.

Geometry as XYZ:
```
8
Properties=species:S:1:pos:R:3:lowdin_charge:R:1
C -1.86186 -0.12739 0.27148 -0.704
N 1.92380 0.37731 -0.07121 -0.540
O -0.72378 0.29866 0.43404 -0.076
S -2.89348 -0.50745 -1.07696 0.810
S 2.83056 -0.91790 -0.41314 0.432
H -2.33047 -0.52305 1.12460 0.048
H 2.13707 1.14074 -0.67699 -0.009
H 0.91816 0.25908 0.40818 0.038
```

Kohn-Sham gap (alpha / beta): 8.0 / 4.0 eV
E_LUMO (alpha / beta): -0.0029 / -0.1328 Ha

two:
DFT (ωB97M-V with the def2-TZVPD basis set) results for one molecule with the formula CH3NOS2.

Geometry as XYZ:
```
8
Properties=species:S:1:pos:R:3:lowdin_charge:R:1
C 0.58981 0.07423 -0.53845 -0.043
N -0.19846 0.92809 -1.04436 -0.242
S -1.38430 1.51919 -0.15299 0.151
O -0.93756 2.79285 0.26878 -0.428
S -2.86479 1.48441 -1.29669 0.320
H 1.41160 -0.31848 -1.10628 0.081
H 0.34474 -0.40602 0.40593 0.065
H -1.31096 0.74360 1.12120 0.097
```

SMILES string: C=N[S@@H](=O)=S
Kohn-Sham gap: 9.4 eV
E_LUMO: -0.0092 Ha

Tell me which of them is the least stable. Sure, it is one.